# 1
The following is a quantum chemistry calculation of one molecule with the formula CH6N4 at a distorted geometry, from the Open Molecules 2025 dataset.

Values from the calculation:
SMILES string	N/N=C\NN
HOMO-LUMO gap	0.3363	Eh
relative energy (zero: lowest compared OMol25 entry of this formula, charge and spin)	86.9	kcal/mol
lowest unoccupied orbital energy	1.005	eV
energy	-7090.290	eV

```
! RIJCOSX wB97M-V def2-TZVPD def2/J DEFGRID3
* xyz 0 1
N 1.71347 -0.19625 -0.93594
N 1.30713 -0.72557 0.25759
C -0.03081 -0.52736 0.34903
N -0.78509 0.36174 -0.42648
N -1.76183 0.62161 0.56155
H 2.75534 -0.41157 -1.23364
H 1.00187 -0.06270 -1.62506
H -0.36412 -1.02122 1.34082
H -0.02373 1.25265 -0.30803
H -1.43008 0.92597 1.56839
H -2.38215 -0.21730 0.45177
*
```

***

# 2
The following is a quantum chemistry calculation of an isolated ion of composition C9H24N2O and charge +2 at a distorted geometry, from the Open Molecules 2025 dataset.

Values from the calculation:
SMILES string	C[C@@H](O)C([N+](C)(C)C)[N+](C)(C)C
HOMO-LUMO gap	0.4542	Eh
lowest unoccupied orbital energy	-5.884	eV
energy	-14730.111	eV

```
! RIJCOSX wB97M-V def2-TZVPD def2/J DEFGRID3
* xyz 2 1
C 0.18387 2.04671 -2.07556
C 0.03912 1.73876 -0.57835
O -1.22812 2.27101 -0.10162
C 0.21042 0.09809 -0.25469
N -1.00766 -0.70415 -0.29831
C -0.73530 -2.12447 -0.66307
C -2.05152 -0.42603 -1.34576
C -1.85463 -0.59554 0.91508
N 1.15228 -0.16328 0.88468
C 0.76546 0.72488 2.09184
C 2.50206 0.23857 0.40462
C 1.35130 -1.69933 1.25251
H -0.35126 1.26231 -2.70289
H 1.31610 2.05663 -2.36156
H -0.18919 3.06839 -2.32985
H 0.87160 2.20635 -0.11739
H -1.06386 3.11936 0.27851
H 0.63647 -0.30642 -1.24142
H -0.16862 -2.10873 -1.59130
H -0.29364 -2.78950 0.02753
H -1.62326 -2.63942 -0.84142
H -1.67004 -0.29682 -2.38053
H -2.76721 -1.23574 -1.40095
H -2.55671 0.44372 -1.12878
H -2.00612 0.45000 1.14996
H -2.84960 -1.10152 0.78184
H -1.46007 -1.07788 1.77032
H 0.65267 1.68563 1.72647
H -0.17140 0.47542 2.48561
H 1.59898 0.60672 2.76912
H 2.68403 -0.34678 -0.39543
H 2.55174 1.26912 0.32272
H 3.32987 -0.13529 0.98570
H 1.68549 -2.06085 0.33816
H 2.11196 -1.79185 2.07451
H 0.40478 -2.15806 1.54968
*
```

***

# 3
The following is a quantum chemistry calculation of C39H42N6O4OsSSe as an isolated structure at a distorted geometry, from the Open Molecules 2025 dataset.

Values from the calculation:
HOMO-LUMO gap (alpha / beta)	0.1228 / 0.1213	Eh
lowest unoccupied orbital energy (alpha / beta)	-8.350 / -8.396	eV
energy	-136890.938	eV

```
! RIJCOSX wB97M-V def2-TZVPD def2/J DEFGRID3
* xyz 2 1
Os 0.38729 -0.06388 -0.16165
C 2.21989 -1.14487 -2.88067
C 1.17505 -2.10410 -2.40550
C 0.89325 -3.24434 -3.15910
C -0.04632 -4.15033 -2.71853
C -0.68414 -3.92048 -1.50881
C -0.38911 -2.77242 -0.80323
N 0.52075 -1.86518 -1.25741
C -1.08666 -2.41198 0.44330
C -2.00728 -3.18778 1.12298
C -2.60656 -2.67930 2.26954
C -2.31588 -1.39335 2.70085
C -1.39798 -0.63914 1.98832
N -0.77700 -1.17735 0.91177
C -1.01204 0.75131 2.24492
C -1.50372 1.47317 3.31744
C -1.09575 2.78398 3.49232
C -0.19311 3.32310 2.59889
C 0.28093 2.56474 1.52929
C 1.27473 3.14788 0.58771
N -0.13734 1.29556 1.34426
H 3.05525 -1.68699 -3.32216
H 2.58366 -0.51832 -2.07166
H 1.81672 -0.48779 -3.65314
H 1.42253 -3.40402 -4.08836
H -0.27867 -5.03139 -3.30102
H -1.41653 -4.62107 -1.13555
H -2.25939 -4.17842 0.77504
H -3.31483 -3.28174 2.82122
H -2.79874 -0.98668 3.57727
H -2.18425 1.01257 4.01925
H -1.46546 3.37077 4.32230
H 0.16037 4.33724 2.71983
H 1.74396 4.02764 1.02386
H 0.78702 3.45923 -0.33473
H 2.04235 2.42297 0.32287
C -7.49566 5.77905 -0.11446
C -6.51100 4.68476 -0.31700
C -5.80303 4.56698 -1.52288
C -4.86502 3.58644 -1.71892
C -4.14202 3.49751 -3.02749
C -4.60374 2.66528 -0.63926
Se -3.22008 1.47669 -0.81231
C -5.37131 2.73914 0.58305
C -5.16761 1.78516 1.72315
C -6.28621 3.74951 0.71051
H -7.60340 6.40047 -0.99933
H -7.17893 6.40704 0.72213
H -8.47012 5.36634 0.15587
H -6.00134 5.27114 -2.32101
H -4.50297 4.26088 -3.71315
H -4.29439 2.52076 -3.48609
H -3.06744 3.63242 -2.89339
H -4.85955 0.80528 1.37283
H -6.08584 1.68003 2.29886
H -4.39035 2.16851 2.38919
H -6.85880 3.83322 1.62673
O 0.13748 3.63371 -2.47452
S 0.73404 2.38924 -2.86677
O 2.16000 2.27478 -2.84633
N 0.06316 1.15836 -1.94227
C -0.86210 0.48166 -2.64466
O -1.61175 -0.34270 -2.09687
C -0.86153 0.80039 -4.08955
C -1.53746 0.12938 -5.09346
C -1.30777 0.52169 -6.40704
C -0.44009 1.56841 -6.70027
C 0.24337 2.23876 -5.68904
C 0.02030 1.82619 -4.39466
H -2.20687 -0.68401 -4.84580
H -1.80200 0.00259 -7.21759
H -0.28657 1.86196 -7.72970
H 0.92576 3.04697 -5.91689
C 4.81201 1.64239 -0.60245
N 4.76210 0.73620 0.53858
C 5.97537 0.57252 1.32917
C 5.61006 0.49086 2.79834
C 4.66778 -0.68014 2.98367
N 3.60438 -0.67341 1.97976
C 2.55446 -1.63721 2.23917
C 3.63364 0.07650 0.84906
O 2.64255 0.18224 0.07276
H 4.84086 2.67874 -0.25856
H 3.94098 1.50855 -1.23532
H 5.70558 1.44133 -1.19238
H 6.62730 1.42167 1.13592
H 6.50177 -0.33681 1.02144
H 5.12891 1.41913 3.11162
H 6.50394 0.34617 3.40312
H 4.19784 -0.63587 3.96868
H 5.21393 -1.62707 2.92449
H 2.98062 -2.64255 2.29700
H 1.82196 -1.61829 1.43997
H 2.06333 -1.42304 3.19139
*
```

***

# 4
The following is a quantum chemistry calculation of C4H2N2O5 as an isolated structure at a distorted geometry, from the Open Molecules 2025 dataset.

Values from the calculation:
HOMO-LUMO gap (alpha / beta)	0.2295 / 0.2295	Eh
lowest unoccupied orbital energy (alpha / beta)	6.578 / 6.578	eV
energy	-17395.305	eV

```
! RIJCOSX wB97M-V def2-TZVPD def2/J DEFGRID3
* xyz -2 1
C 0.17968 0.56212 -0.55081
C -0.69115 -0.05262 0.50561
C 2.69653 0.24042 -0.14485
C -1.95982 -0.97596 -0.22475
N 1.22380 0.09481 0.09849
N 0.58396 -0.54098 1.11544
O 3.07475 0.74093 -1.24042
O -3.05620 -0.52799 0.17361
O 3.41746 -0.26705 0.70929
O -1.73528 -1.88365 -1.05204
O -1.41435 0.84388 1.25556
H 0.01766 1.22082 -1.47520
H -2.33705 0.54528 0.83006
*
```

***

# 5
The following is a quantum chemistry calculation of a 12-piece molecular cluster, H24O12 overall at a distorted geometry, from the Open Molecules 2025 dataset.

Values from the calculation:
SMILES string	O.O.O.O.O.O.O.O.O.O.O.O
HOMO-LUMO gap	0.3678	Eh
relative energy (zero: lowest compared OMol25 entry of this formula, charge and spin)	120.9	kcal/mol
lowest unoccupied orbital energy	-0.142	eV
energy	-24956.452	eV

```
! RIJCOSX wB97M-V def2-TZVPD def2/J DEFGRID3
* xyz 0 1
O -0.09206 -0.19888 -0.25254
H -0.84612 -0.60664 0.18805
H 0.60318 -0.20903 0.41494
O 1.81401 -0.77197 -1.68575
H 2.73680 -0.55100 -1.85495
H 1.79705 -1.00876 -0.75160
O -1.10768 2.22609 -2.22109
H -1.51125 1.69712 -1.52373
H -0.25047 1.80960 -2.36505
O 2.33804 -2.27281 3.45537
H 2.49804 -2.67333 2.59341
H 2.38876 -1.32520 3.28669
O -2.53514 -0.30060 1.26986
H -1.86974 0.38167 1.41388
H -3.24663 -0.06601 1.87627
O 4.29801 2.50649 0.63772
H 3.45254 2.72040 0.22733
H 4.77808 3.34226 0.63508
O 4.38260 -3.37424 -1.67698
H 3.74271 -2.81089 -1.22735
H 4.45816 -2.98757 -2.55662
O -1.30845 3.51742 1.11661
H -1.47067 4.40609 1.45268
H -1.49004 3.58694 0.17258
O -3.44640 -3.12458 1.10186
H -3.61434 -3.81413 0.44970
H -4.29089 -3.01899 1.55427
O -1.11827 -1.10996 -1.39791
H -2.00630 -1.34088 -1.69300
H -0.54009 -1.64534 -1.95294
O 1.42877 2.74125 0.59676
H 0.87993 2.09128 1.04986
H 0.79439 3.35663 0.21224
O -4.52060 0.00102 -0.84953
H -4.34569 -0.55976 -1.61368
H -3.71014 0.51172 -0.74302
*
```